Formula: C3H8OSi
Source: the OMol25 dataset
Level of theory: ωB97M-V/def2-TZVPD

The geometry in XYZ format:
```
13
Properties=species:S:1:pos:R:3:nbo_charge:R:1
C 0.700 -1.226 0.105 0.65
C 1.799 1.056 -0.290 -0.69
C -0.490 -0.831 0.828 -0.93
O 1.198 -2.232 -0.305 -0.50
Si -1.687 0.188 -0.359 0.89
H 1.358 1.336 0.711 0.18
H 2.813 1.011 -0.500 0.18
H 1.213 1.333 -1.116 0.17
H -0.994 -1.641 1.118 0.23
H -0.052 -0.318 1.745 0.28
H -2.483 1.259 0.252 -0.15
H -2.334 -0.961 -0.845 -0.16
H -1.040 1.027 -1.346 -0.15
```

## Properties
**E_tot**: -13161.248 eV
**Gap between HOMO and LUMO (alpha / beta)**: 8.156 / 8.589 eV
**Energy above the lowest of the compared OMol25 structures with the same formula, charge and spin**: 110.23 kcal/mol



Formula: C24H24Cl2N4O4PS2Sr
Source: the OMol25 dataset
Level of theory: ωB97M-V/def2-TZVPD

The geometry in XYZ format:
```
62
Properties=species:S:1:pos:R:3:nbo_charge:R:1
Sr 0.039 1.161 -0.359 1.78
Cl 1.637 -0.088 -7.320 -0.03
C 1.829 0.096 -5.592 -0.08
C 0.694 0.050 -4.793 -0.26
C 0.780 0.200 -3.414 0.12
N -0.342 0.180 -2.543 -0.78
C -1.514 -0.326 -2.918 0.60
O -1.897 -0.777 -4.005 -0.69
C -2.576 -0.379 -1.789 0.16
C -3.879 -0.716 -2.137 -0.23
C -4.834 -0.816 -1.145 -0.16
C -4.473 -0.582 0.173 -0.27
C -3.164 -0.238 0.436 0.04
N -2.226 -0.132 -0.516 -0.52
C 2.068 0.392 -2.820 0.22
C 3.188 0.422 -3.644 -0.30
C 3.069 0.282 -5.021 -0.06
Cl 4.523 0.344 -5.992 -0.03
N 2.113 0.544 -1.411 -0.80
C 3.247 0.434 -0.725 0.60
O 4.416 0.275 -1.098 -0.69
C 3.066 0.493 0.810 0.16
C 4.207 0.671 1.587 -0.23
C 4.097 0.639 2.962 -0.17
C 2.853 0.408 3.534 -0.28
C 1.769 0.262 2.695 0.05
N 1.851 0.320 1.357 -0.52
H -0.270 -0.116 -5.246 0.26
H -4.088 -0.903 -3.180 0.25
H -5.856 -1.077 -1.392 0.21
H -5.184 -0.650 0.986 0.21
H -2.842 -0.013 1.445 0.21
H 4.163 0.547 -3.204 0.27
H 5.148 0.806 1.075 0.25
H 4.969 0.780 3.589 0.21
H 2.712 0.352 4.605 0.22
H 0.779 0.112 3.104 0.21
C 1.172 4.568 4.656 -0.62
C 1.235 4.377 3.160 0.09
C 2.348 5.156 2.495 -0.63
O -0.039 4.827 2.629 -0.86
P -0.834 3.935 1.553 1.68
S 0.009 4.050 -0.230 -0.73
S -1.142 2.130 2.341 -0.82
O -2.195 4.764 1.479 -0.84
C -3.082 4.847 2.620 0.10
C -4.382 4.184 2.229 -0.62
C -3.223 6.311 2.970 -0.62
H 2.107 4.238 5.117 0.21
H 0.349 3.991 5.078 0.22
H 1.024 5.623 4.904 0.20
H 1.339 3.311 2.946 0.20
H 2.249 6.220 2.725 0.20
H 2.327 5.030 1.414 0.24
H 3.317 4.811 2.865 0.21
H -2.634 4.306 3.456 0.19
H -4.831 4.706 1.381 0.21
H -5.088 4.206 3.064 0.20
H -4.205 3.146 1.948 0.23
H -3.675 6.856 2.139 0.21
H -2.248 6.747 3.186 0.22
H -3.863 6.434 3.848 0.20
```

## Properties
**E_tot**: -96278.467 eV
**Total charge**: -1
**Gap between HOMO and LUMO**: 6.804 eV



Formula: C9H14O
Source: the OMol25 dataset
Level of theory: ωB97M-V/def2-TZVPD

The geometry in XYZ format:
```
24
Properties=species:S:1:pos:R:3:nbo_charge:R:1
C -1.557 -0.441 -2.859 -0.63
C -0.601 -0.592 -1.749 -0.06
C -0.036 0.656 -1.277 -0.20
C 1.114 0.683 -0.513 -0.26
C 1.767 -0.646 -0.137 0.32
O 2.906 -0.655 0.545 -0.66
C 1.071 -1.759 -0.523 -0.31
C -0.092 -1.719 -1.284 -0.20
H -1.112 -0.149 -3.826 0.23
H -2.227 0.369 -2.572 0.21
H -2.405 -1.242 -2.926 0.22
H -0.498 1.684 -1.513 0.22
H 1.481 1.684 -0.113 0.23
H 3.333 -1.532 0.473 0.49
H 1.371 -2.761 -0.032 0.20
H -0.446 -2.686 -1.660 0.21
C -1.675 1.227 3.681 -0.58
C -1.954 2.391 2.708 -0.61
H -1.867 0.368 3.272 0.19
H -0.583 1.275 4.089 0.19
H -2.298 1.393 4.540 0.20
H -1.056 2.883 2.377 0.21
H -2.570 2.092 1.872 0.20
H -2.601 3.069 3.377 0.20
```

## Properties
**E_tot**: -11605.675 eV
**SMILES**: Cc1ccc(O)cc1.CC
**Gap between HOMO and LUMO**: 9.124 eV
**Energy above the lowest of the compared OMol25 structures with the same formula, charge and spin**: 45.24 kcal/mol